The following is a DFT calculation (ωB97M-V/def2-TZVPD) of an isolated molecule of C19H23N3O3S at a distorted geometry.

Highest occupied orbital energy = -0.30693 Eh
LUMO level = 0.012 hartree
Total charge = 0
Kohn-Sham gap = 8.7 eV
Molar mass = 373.5 Da
ΔE to the lowest compared entry with this formula, charge and spin = 1.955 eV

Last column: natural (NBO) charge in e.
CARTESIAN COORDINATES (ANGSTROEM)
C1 9.47834 -1.79087 0.34577  -0.618
C2 7.97621 -1.78129 0.11204  -0.065
O1 7.53771 -0.43728 0.19785  -0.490
C3 6.23001 -0.15072 0.02966  0.335
C4 5.88100 1.20118 0.13184  -0.265
C5 4.57514 1.59292 -0.02171  -0.122
C6 3.56224 0.66251 -0.28826  -0.219
C7 2.18611 1.18069 -0.43574  0.599
O2 1.93380 2.35353 -0.25094  -0.561
C8 1.08378 0.18073 -0.77378  -0.313
C9 0.67157 -0.51734 0.54001  -0.411
C10 -0.39675 0.30774 1.24235  -0.211
N1 -1.64719 0.26840 0.48930  -0.472
C11 -2.54924 1.33261 0.88333  -0.309
C12 -3.98323 0.99180 0.51763  0.676
O3 -4.85454 1.80922 0.31511  -0.594
N2 -4.21161 -0.34914 0.46644  -0.626
C13 -5.43392 -0.88125 0.15941  0.215
N3 -5.66457 -2.14777 0.08061  -0.479
C14 -6.96286 -2.38024 -0.23746  -0.048
C15 -7.72912 -1.27492 -0.40361  -0.480
S1 -6.79921 0.16105 -0.15362  0.443
C16 -1.42830 0.21315 -0.95738  -0.223
C17 -0.13070 0.89302 -1.38504  -0.432
C18 3.91811 -0.68094 -0.38961  -0.170
C19 5.22935 -1.08616 -0.23108  -0.271
H1 9.97451 -1.18242 -0.40516  0.216
H2 9.70374 -1.38187 1.32671  0.216
H3 9.85470 -2.80802 0.28749  0.215
H4 7.74312 -2.18948 -0.88086  0.174
H5 7.46936 -2.39090 0.87253  0.174
H6 6.66215 1.91664 0.33403  0.227
H7 4.30018 2.63375 0.05916  0.238
H8 1.47020 -0.55975 -1.47645  0.219
H9 1.53488 -0.62682 1.19858  0.226
H10 0.27693 -1.51279 0.33104  0.215
H11 -0.59771 -0.10096 2.23883  0.202
H12 -0.02302 1.33548 1.36602  0.184
H13 -2.29831 2.31393 0.45232  0.207
H14 -2.51619 1.43499 1.97330  0.230
H15 -3.42516 -0.97034 0.61919  0.445
H16 -7.28942 -3.39945 -0.33452  0.207
H17 -8.76796 -1.21769 -0.65458  0.236
H18 -1.40461 -0.84020 -1.26104  0.189
H19 -2.27792 0.68076 -1.45931  0.211
H20 -0.13683 1.93216 -1.04784  0.233
H21 -0.05701 0.89864 -2.47299  0.221
H22 3.17503 -1.43806 -0.58524  0.213
H23 5.46370 -2.13599 -0.31340  0.213